# 1
Molecular formula: C24H51BN8O12
Method: DFT, ωB97M-V with the def2-TZVPD basis set

The SMILES is CCCCCCCCCCC[C@](C#N)(CCCN)[C@H](C#N)CB(O)O.C[N+](=O)[O-].C[N+](=O)[O-].C[N+](=O)[O-].C[N+](=O)[O-].C[N+](=O)[O-]. Its LUMO energy is -0.6 eV. The value obtained for the largest force on an atom is 12.483 eV/Å.

ORCA input file:
```
! wB97M-V def2-TZVPD RIJCOSX def2/J DEFGRID3
* xyz 0 1
C 0.78381 -2.23188 9.07176
C -0.20929 -0.96847 8.64254
C -0.01764 -0.76192 7.02687
C 0.22092 0.81536 6.60143
C 1.12827 0.78026 5.20448
C 1.26248 2.28044 4.54252
C -0.15962 2.58544 3.77145
C 0.01276 1.96075 2.23219
C 0.60108 3.07302 1.16583
C 0.24132 2.66590 -0.38882
C 1.32132 1.54184 -0.94130
C 0.68352 0.44161 -1.97549
C 0.06934 1.29301 -3.27741
N -0.46949 1.77416 -4.37886
C -0.60673 -0.39076 -1.35255
C -1.31978 -1.40027 -2.47969
C -2.64254 -2.08597 -1.72382
N -2.09487 -3.04536 -0.69043
C 1.75117 -0.64100 -2.58788
C 1.92574 -2.01367 -1.67596
N 1.88832 -3.20891 -1.12841
C 3.26321 -0.06034 -2.84417
B 4.25802 -0.73696 -1.72144
O 5.15469 -1.85711 -2.17562
O 4.33595 -0.39092 -0.28871
H 0.66187 -2.44683 10.23059
H 0.45723 -3.20311 8.46563
H 1.92263 -1.99562 8.83218
H -1.32753 -1.26171 8.93048
H 0.02584 0.00775 9.26601
H -0.98143 -1.11356 6.42029
H 0.88073 -1.37013 6.56057
H -0.84769 1.24392 6.32036
H 0.70397 1.47402 7.43947
H 0.55685 0.06170 4.45507
H 2.17727 0.26702 5.41731
H 2.13602 2.30642 3.73067
H 1.49089 3.06077 5.38582
H -1.04062 1.95119 4.26581
H -0.45718 3.71994 3.75420
H -1.05326 1.57668 1.88401
H 0.74580 1.02797 2.36070
H 0.08025 4.09267 1.41689
H 1.76886 3.14837 1.28600
H -0.88069 2.36492 -0.52836
H 0.39986 3.64925 -1.04263
H 2.21734 2.17344 -1.41279
H 1.78617 1.01765 0.01219
H -0.32572 -1.00865 -0.37115
H -1.49376 0.32811 -1.00421
H -1.76857 -0.80650 -3.39560
H -0.58925 -2.23699 -2.86229
H -3.23653 -1.23705 -1.14414
H -3.38622 -2.56601 -2.49741
H -1.49243 -3.78700 -1.11164
H -2.91995 -3.47498 -0.18555
H 1.32875 -0.95098 -3.66058
H 3.34143 1.10295 -2.94327
H 3.61078 -0.49917 -3.89853
H 5.31315 -2.48304 -1.38345
H 4.59966 0.57373 -0.22725
C -5.36434 -5.09546 -1.68902
N -5.69739 -4.64519 -0.31059
O -4.75278 -4.41803 0.45437
O -6.89753 -4.53254 -0.03539
H -4.27840 -5.14992 -1.79023
H -5.81479 -6.07985 -1.83185
H -5.78034 -4.36351 -2.38430
C -0.09231 4.63987 -6.39388
N 1.09162 5.47087 -6.74243
O 0.97588 6.69674 -6.62896
O 2.10361 4.86920 -7.12010
H -0.90553 5.29756 -6.07990
H -0.37408 4.07723 -7.28629
H 0.20090 3.97345 -5.58017
C -7.98859 -7.42776 -4.86429
N -6.83764 -6.92048 -4.06947
O -6.46520 -7.60722 -3.11097
O -6.34062 -5.84732 -4.43012
H -8.32339 -8.37498 -4.43634
H -8.78142 -6.67882 -4.81084
H -7.64368 -7.56866 -5.89064
C 8.15119 -0.87098 -2.89098
N 9.33513 -0.03998 -3.23953
O 9.21939 1.18589 -3.12606
O 10.34712 -0.64165 -3.61720
H 7.33797 -0.21329 -2.57700
H 7.86942 -1.43362 -3.78339
H 8.44440 -1.53740 -2.07727
C -1.33370 7.64842 1.39470
N -1.07019 6.20886 1.12637
O -1.05004 5.84799 -0.05617
O -0.89108 5.48183 2.11029
H -1.47158 8.16576 0.44296
H -2.23923 7.70995 2.00180
H -0.46923 8.04762 1.92906
*
```

=====

# 2
Molecular formula: C24H51N3O8S3
Method: DFT, ωB97M-V with the def2-TZVPD basis set

The SMILES is O=S1(=O)C[C@H](CCCSC(=S)N2CCOCC2)CCO1.COCCNCCOC.COCCNCCOC. Its LUMO energy is -0.1 eV. The value obtained for the largest force on an atom is 1.574 eV/Å.

ORCA input file:
```
! wB97M-V def2-TZVPD RIJCOSX def2/J DEFGRID3
* xyz 0 1
O -5.85100 -0.89411 -1.32716
S -4.58666 -0.89536 -1.96038
O -3.69981 -1.91429 -1.50459
C -3.77224 0.67847 -1.71392
C -2.48809 0.68169 -2.55971
C -1.65607 1.94197 -2.27491
C -0.48753 1.52750 -1.36545
C 0.20855 2.68745 -0.67672
S 1.66878 2.09643 0.24923
C 0.96720 0.89417 1.38105
S -0.22685 1.32816 2.39711
N 1.56407 -0.34349 1.30378
C 1.25852 -1.09320 0.08449
C 2.17281 -2.30880 0.04362
O 2.05259 -3.12100 1.18105
C 2.29934 -2.36675 2.34454
C 1.32527 -1.19669 2.45844
C -2.90817 0.56535 -4.02304
C -3.48942 -0.81591 -4.21755
O -4.76072 -0.95939 -3.54290
H -4.44711 1.45722 -2.05259
H -3.49952 0.77959 -0.66947
H -1.90024 -0.18096 -2.25571
H -1.21818 2.30479 -3.19913
H -2.25566 2.72749 -1.81824
H -0.83649 0.81766 -0.62298
H 0.25075 1.04899 -2.00359
H -0.43678 3.17325 0.04844
H 0.54668 3.41402 -1.41252
H 0.21724 -1.42503 0.08120
H 1.48147 -0.49266 -0.78658
H 3.19954 -1.92485 -0.00971
H 1.99745 -2.87722 -0.86373
H 2.32422 -2.97895 3.23808
H 3.28763 -1.90258 2.22704
H 0.32664 -1.64303 2.43453
H 1.43692 -0.68032 3.40308
H -2.01003 0.64853 -4.63022
H -3.61523 1.35665 -4.25663
H -2.77615 -1.53541 -3.82289
H -3.65667 -1.07123 -5.25687
C 0.07306 9.05041 -5.33558
O -0.89826 8.03829 -5.14436
C -1.19266 7.29177 -6.31919
C -0.74442 5.85480 -6.16042
N 0.71035 5.75894 -6.15701
C 1.22128 4.44205 -5.79089
C 0.96243 3.95449 -4.36884
O 1.62327 4.69292 -3.36276
C 0.91969 5.83538 -2.90196
H 0.14406 9.61689 -4.40881
H 1.05733 8.62670 -5.56202
H -0.22141 9.73154 -6.13909
H -0.74249 7.74644 -7.20556
H -2.27865 7.30770 -6.44983
H -1.13907 5.26080 -6.98981
H -1.18261 5.47401 -5.22714
H 1.08026 6.43936 -5.50559
H 2.30367 4.46762 -5.93814
H 0.82434 3.70347 -6.49448
H 1.36427 2.93798 -4.29787
H -0.10667 3.88149 -4.13666
H -0.16449 5.70331 -2.95245
H 1.20689 6.73073 -3.45843
H 1.19777 5.99949 -1.86015
C -0.14520 -3.56986 5.94429
O 0.98748 -3.91398 6.72009
C 0.67209 -4.45015 7.99981
C 1.09828 -5.90002 8.08332
N 0.25639 -6.73958 7.24009
C 0.73551 -8.11085 7.09261
C 2.05923 -8.32454 6.36423
O 2.02095 -7.99030 4.98953
C 2.29916 -6.63620 4.68243
H 0.21158 -3.07991 5.03926
H -0.71650 -4.45932 5.65935
H -0.79268 -2.87238 6.48354
H -0.39125 -4.34021 8.22907
H 1.23546 -3.87489 8.74041
H 1.01755 -6.24021 9.11972
H 2.15510 -5.95073 7.78759
H 0.19584 -6.32161 6.32054
H -0.03385 -8.65981 6.54434
H 0.80158 -8.56698 8.08539
H 2.27807 -9.39525 6.40180
H 2.89740 -7.82218 6.86159
H 3.00073 -6.19140 5.39307
H 1.38432 -6.03778 4.64744
H 2.74775 -6.60662 3.68911
*
```

=====

# 3
Molecular formula: C24H51N4O4
Method: DFT, ωB97M-V with the def2-TZVPD basis set

Its LUMO energy is -4.0 eV. The value obtained for the largest force on an atom is 9.006 eV/Å.

ORCA input file:
```
! wB97M-V def2-TZVPD RIJCOSX def2/J DEFGRID3
* xyz 1 1
C 3.21775 -1.13663 0.86485
C 2.01845 -0.72937 -0.21857
C 0.50010 -1.29777 0.19036
C 2.24020 0.05211 -1.47048
C 3.58182 -0.14553 -2.44516
C 4.27066 1.36672 -2.57436
C 4.89095 1.83800 -1.12442
C 6.54159 1.59991 -1.24740
C 4.65581 3.41846 -0.75765
C 3.07710 3.86030 -0.59685
N 2.27350 2.99951 0.35299
C 0.89318 3.23460 0.40455
N -0.13652 2.46952 1.26279
C -1.47298 3.15685 1.30712
C -2.84662 2.41568 0.84111
C -2.73006 0.82020 0.50327
O -2.23652 0.73206 -0.91186
C -4.21082 0.04300 0.46711
N -4.31225 -0.94975 -0.67677
C -1.02845 4.58719 0.56632
N 0.08018 4.26264 -0.41006
C -0.30397 3.72549 -1.77251
C -1.60305 4.45301 -2.46332
O -1.98605 4.05523 -3.70674
H 4.29267 -0.86094 0.48945
H 2.93803 -0.66695 1.90471
H 3.11080 -2.31392 1.00332
H -0.15471 -1.16538 -0.77034
H 0.55858 -2.46748 0.39753
H 0.08933 -0.72574 1.12643
H 1.44849 0.84107 -1.88228
H 4.34224 -0.91468 -1.98449
H 3.21512 -0.47319 -3.52975
H 5.08710 1.31988 -3.42804
H 3.44679 2.13316 -2.89567
H 4.50690 1.18749 -0.22936
H 6.75125 0.61902 -1.89465
H 6.95678 2.53150 -1.83194
H 7.00260 1.47371 -0.16747
H 5.29782 3.67807 0.19022
H 5.08391 4.04171 -1.68058
H 3.01508 5.00503 -0.26521
H 2.60261 3.81016 -1.66677
H 2.67046 2.23522 0.96164
H -0.06131 1.51987 0.84242
H -1.65210 3.39708 2.45096
H -3.21459 2.95759 -0.15378
H -3.67195 2.61152 1.65636
H -1.99550 0.33282 1.27509
H -1.24011 0.72450 -0.80952
H -5.04047 0.87546 0.43586
H -4.35421 -0.59500 1.46316
H -3.52407 -1.63719 -0.68426
H -4.44407 -0.48758 -1.60287
H -0.55917 5.33387 1.36422
H -1.98847 5.15340 0.20964
H 0.60042 3.87249 -2.52819
H -0.47215 2.56452 -1.69722
H -2.24675 5.30694 -1.97647
C -0.01676 -3.60611 3.50291
C -0.41308 -2.26598 4.10173
C -1.40327 -2.43976 5.24228
O -0.99724 -1.45058 3.08925
H -0.88957 -4.12460 3.09051
H 0.68664 -3.46477 2.67525
H 0.45048 -4.25118 4.25340
H 0.48023 -1.74683 4.46562
H -2.32523 -2.91692 4.89152
H -1.68896 -1.46644 5.65538
H -0.97765 -3.04980 6.04499
H -1.79124 -1.90371 2.76017
C -2.48242 -5.25951 -1.32036
C -3.95692 -5.62971 -1.30016
C -4.59284 -5.44740 -2.66907
O -4.63620 -4.81172 -0.35111
H -2.34606 -4.20811 -1.59724
H -2.04085 -5.38382 -0.32571
H -1.92870 -5.88227 -2.02974
H -4.07079 -6.67014 -0.97693
H -4.53128 -4.40265 -2.99375
H -5.65672 -5.70572 -2.63652
H -4.10249 -6.07582 -3.41893
H -4.54040 -3.88592 -0.63000
*
```

=====

no.,HOMO (eV),total energy (eV)
1,-9.2,-62859.0892
2,-8.5,-79067.2236
3,-11.1,-39847.7128